The following is a DFT calculation (the ωB97M-V functional and the def2-TZVPD basis) of C45H58N7O5PS as an isolated structure.

Geometry (Å):
C 3.952 -0.157 4.531
C 3.819 -1.567 3.961
O 4.885 -1.930 3.052
P 4.771 -1.439 1.557
O 6.073 -1.349 0.965
O 3.863 -2.451 0.664
S 2.872 -3.571 1.438
O 4.036 -0.035 1.554
C 2.710 -0.007 0.970
C 2.128 1.377 1.162
C 0.602 1.322 1.253
C 0.089 1.041 2.669
C -0.725 -0.272 2.686
C -2.185 0.061 2.412
C -3.111 -1.118 2.549
O -2.946 -1.957 1.409
C -2.139 -3.094 1.679
H 4.846 0.342 4.188
H 3.921 -0.144 5.610
H 3.125 0.445 4.175
H 3.885 -2.270 4.778
H 2.835 -1.701 3.533
H 1.787 -2.844 1.781
H 2.062 -0.724 1.466
H 2.746 -0.207 -0.092
H 2.436 2.019 0.349
H 2.582 1.806 2.047
H 0.235 2.274 0.894
H 0.258 0.575 0.540
H 0.862 1.055 3.429
H -0.601 1.837 2.915
H -0.396 -0.873 1.841
H -0.597 -0.829 3.606
H -2.237 0.463 1.406
H -2.513 0.844 3.090
H -2.978 -1.652 3.485
H -4.130 -0.736 2.528
H -1.447 -3.207 0.850
H -1.537 -2.958 2.573
H -2.716 -4.009 1.799
N -0.476 -2.375 -1.739
C -0.038 -3.195 -2.693
C -0.838 -3.685 -3.713
C -2.170 -3.306 -3.744
C -2.645 -2.455 -2.759
C -1.761 -2.020 -1.784
H 1.010 -3.469 -2.629
H -0.427 -4.347 -4.463
H -2.829 -3.668 -4.523
H -3.678 -2.135 -2.744
H -2.086 -1.352 -0.993
N 1.025 2.399 -1.835
C 0.857 1.245 -2.482
C 0.495 1.154 -3.817
C 0.293 2.328 -4.523
C 0.465 3.537 -3.869
C 0.831 3.516 -2.533
H 1.018 0.348 -1.892
H 0.372 0.187 -4.287
H 0.005 2.301 -5.567
H 0.318 4.478 -4.383
H 0.976 4.441 -1.984
N 1.277 -7.545 4.224
C 2.007 -6.885 3.328
C 3.359 -7.107 3.120
C 3.992 -8.068 3.890
C 3.249 -8.764 4.829
C 1.901 -8.466 4.954
H 1.470 -6.139 2.750
H 3.901 -6.540 2.375
H 5.047 -8.272 3.759
H 3.703 -9.523 5.451
H 1.281 -8.989 5.674
N -1.037 -2.729 5.767
C -0.165 -2.267 6.662
C -0.401 -2.245 8.027
C -1.613 -2.728 8.492
C -2.533 -3.211 7.576
C -2.196 -3.190 6.232
H 0.770 -1.895 6.255
H 0.346 -1.860 8.707
H -1.837 -2.728 9.551
H -3.491 -3.596 7.895
H -2.885 -3.562 5.482
N -3.102 3.227 0.005
C -2.704 2.356 -0.919
C -3.531 1.854 -1.914
C -4.849 2.280 -1.947
C -5.282 3.186 -0.993
C -4.371 3.627 -0.045
H -1.665 2.047 -0.853
H -3.150 1.148 -2.640
H -5.529 1.912 -2.706
H -6.302 3.545 -0.983
H -4.666 4.338 0.719
N 4.449 6.457 -6.596
C 3.538 6.381 -7.562
C 2.636 5.335 -7.689
C 2.690 4.309 -6.761
C 3.633 4.369 -5.749
C 4.484 5.462 -5.712
H 3.535 7.205 -8.268
H 1.914 5.326 -8.494
H 2.005 3.473 -6.825
H 3.706 3.588 -5.004
H 5.236 5.553 -4.936
N -5.238 5.601 -5.170
C -4.757 6.372 -6.142
C -3.430 6.365 -6.545
C -2.552 5.510 -5.900
C -3.035 4.701 -4.885
C -4.381 4.785 -4.561
H -5.477 7.028 -6.618
H -3.096 7.014 -7.343
H -1.507 5.476 -6.184
H -2.384 4.019 -4.353
H -4.800 4.168 -3.774

Cartesian forces, eV/Å:
C -0.34 0.12 -0.49
C 0.35 0.11 0.97
O -1.28 0.23 0.06
P 0.97 0.30 -0.37
O 1.65 -0.05 -0.82
O -0.82 -0.01 1.14
S 0.09 -0.45 -0.24
O -0.99 -0.85 -0.17
C -0.29 1.06 0.36
C 0.16 -0.01 -0.01
C 0.93 0.66 0.16
C -0.68 -0.66 -0.57
C 0.08 0.74 -0.15
C 0.36 -0.28 0.73
C -0.42 0.62 -0.94
O -0.03 -0.63 0.53
C 0.29 0.20 -0.24
H 0.38 -0.03 -0.01
H 0.11 -0.11 0.31
H -0.17 0.26 -0.02
H 0.12 -0.41 0.04
H -0.11 -0.09 -0.41
H 0.14 0.24 -0.29
H 0.00 -0.26 0.07
H 0.19 -0.44 -0.22
H 0.04 0.09 -0.34
H -0.14 0.11 0.42
H -0.23 0.23 -0.10
H -0.26 -0.14 -0.07
H 0.38 -0.08 -0.03
H -0.07 0.29 0.33
H 0.27 -0.46 0.13
H -0.08 -0.17 0.26
H -0.33 0.13 -0.27
H -0.07 0.22 0.21
H 0.17 -0.19 0.14
H -0.29 -0.15 -0.03
H 0.06 -0.20 -0.22
H 0.05 0.05 0.23
H -0.28 -0.06 -0.05
N -0.03 0.04 -0.06
C 0.13 0.00 0.06
C -0.03 0.01 0.00
C -0.03 -0.02 -0.05
C 0.03 -0.01 -0.04
C 0.08 0.19 0.16
H -0.01 -0.03 -0.04
H 0.02 -0.01 0.01
H 0.00 0.00 0.00
H 0.00 0.01 0.04
H -0.11 -0.05 0.01
N -0.05 -0.03 -0.27
C 0.06 -0.07 0.24
C -0.03 -0.01 -0.02
C -0.02 0.02 -0.06
C -0.03 -0.02 -0.06
C 0.02 0.10 0.18
H -0.04 -0.06 -0.07
H 0.00 -0.03 0.03
H -0.02 0.00 0.00
H 0.04 0.03 0.03
H -0.02 0.03 -0.05
N 0.05 0.00 0.00
C -0.09 0.06 -0.01
C 0.01 0.01 -0.01
C 0.06 -0.02 0.00
C 0.00 0.01 -0.01
C -0.10 -0.02 0.05
H 0.05 0.00 -0.05
H -0.02 0.02 0.00
H 0.00 0.00 0.00
H -0.02 -0.01 0.01
H 0.05 -0.03 0.02
N -0.02 0.04 0.03
C 0.07 0.02 -0.12
C -0.01 0.00 0.00
C -0.02 0.00 0.06
C 0.02 0.01 0.01
C -0.02 -0.03 -0.15
H 0.02 0.01 0.06
H 0.02 0.01 -0.01
H 0.00 0.00 0.00
H -0.01 -0.01 -0.02
H -0.04 -0.02 0.05
N -0.05 -0.02 -0.04
C 0.22 -0.03 0.05
C -0.01 0.00 -0.02
C -0.04 -0.07 -0.01
C 0.01 -0.02 0.01
C 0.03 0.06 0.09
H -0.02 -0.03 -0.07
H 0.04 -0.01 0.02
H 0.00 -0.01 0.01
H 0.00 0.02 0.01
H -0.06 0.00 -0.02
N -0.05 -0.06 0.00
C 0.05 0.11 -0.02
C 0.01 0.00 0.03
C -0.09 -0.07 -0.02
C 0.00 0.01 0.00
C 0.08 0.07 0.03
H -0.05 -0.02 -0.03
H 0.02 0.01 -0.02
H 0.02 -0.01 0.00
H 0.00 0.01 0.02
H -0.01 -0.06 0.02
N 0.07 0.01 -0.04
C -0.11 0.03 0.00
C 0.01 -0.01 0.00
C 0.06 -0.02 -0.01
C 0.04 -0.02 -0.01
C -0.12 -0.03 0.06
H 0.04 0.02 -0.04
H -0.02 0.02 0.00
H 0.00 0.01 0.00
H -0.03 -0.01 0.04
H 0.09 0.02 -0.01

## Properties
- E (eV) = -88397.80740
- Kohn-Sham gap (eV) = 9.898
- maximum force (eV/Å) = 1.849
- energy above the lowest of the compared OMol25 structures with the same formula, charge and spin (kJ/mol) = 0.0
- molecular weight (g mol⁻¹) = 840.04
- HOMO level (eV) = -9.46
- charge = 0

These are the Mulliken partial charges, in e, on atoms 1 to 99: -1.024, 0.374, -0.331, 0.740, -0.765, -0.269, 0.110, -0.308, 0.568, -1.409, 0.188, -1.226, 0.461, -0.188, -0.604, -0.353, -0.420, 0.374, 0.366, 0.097, 0.533, -0.304, 0.098, -0.350, 0.413, 0.263, 0.445, 0.573, -0.165, 0.317, 0.565, -0.042, -0.039, -0.266, 0.563, 0.076, 0.423, 0.064, 0.168, 0.310, -0.055, -0.391, -0.486, -0.303, -1.085, -0.015, 0.404, 0.428, 0.398, 0.462, 0.655, 0.019, 0.117, -1.174, -0.050, -0.557, -0.622, 0.201, 0.497, 0.568, 0.490, 0.459, -0.523, -0.138, -0.198, -0.377, -0.281, -0.246, 0.351, 0.333, 0.373, 0.359, 0.353, -0.222, -0.035, -0.687, -0.106, -0.768, -0.006, 0.306, 0.368, 0.372, 0.365, 0.398, -0.496, -0.130, -0.361, -0.651, -0.221, -0.523, 0.693, 0.476, 0.421, 0.423, 0.398, -0.578, -0.163, -0.492, -0.129